No. 1
Formula: C5H7N
Source: the Open Molecules 2025 dataset
Level of theory: ωB97M-V with the def2-TZVPD basis set

```
! wB97M-V def2-TZVPD RIJCOSX def2/J DEFGRID3
* xyz 0 1
C 1.7388 0.2972 -0.5382
C 1.7061 -0.3126 0.6383
N 1.0967 -0.8524 1.5600
C -0.4308 -0.6250 1.0633
C -0.6077 0.4970 0.0924
C -1.4053 0.2491 -0.9468
H 1.6353 -0.3236 -1.4197
H 2.0592 1.3174 -0.6721
H -1.1209 -0.4249 1.8980
H -0.7005 -1.5844 0.6048
H -0.4818 1.5087 0.4787
H -1.4510 -0.7530 -1.3695
H -2.0382 1.0065 -1.3894
*
```

Molar mass ... 81.118 g/mol
HOMO energy ... -8.8 eV
Gap between HOMO and LUMO ... 0.3603 Eh

Results of the natural (NBO) charge analysis, in e, for atoms 1 through 5: C -0.5839; C 0.3549; N -0.4218; C -0.2654; C -0.1983

---

No. 2
Formula: C5H7N
Source: the Open Molecules 2025 dataset
Level of theory: ωB97M-V with the def2-TZVPD basis set

```
! wB97M-V def2-TZVPD RIJCOSX def2/J DEFGRID3
* xyz 0 1
C -2.2632 -0.2126 -0.5375
C -0.8044 -0.3939 -0.1766
C -0.3082 0.4910 0.6480
N 0.0332 1.4335 1.3660
H -2.8978 -0.4802 0.3149
H -2.4727 0.8317 -0.7912
H -2.5483 -0.8380 -1.3842
H -0.2283 -1.2588 -0.4899
H -0.2246 1.2864 2.3424
C 3.0695 -0.6132 -0.7555
C 2.7589 0.1450 0.1252
H 3.3578 -1.2758 -1.5413
H 2.4393 0.8287 0.8832
*
```

Molar mass ... 81.118 g/mol
HOMO energy ... -8.8 eV
Gap between HOMO and LUMO ... 0.3599 Eh

Results of the natural (NBO) charge analysis, in e, for atoms 1 through 5: C -0.6108; C -0.4214; C 0.4304; N -0.6624; H 0.2099

---

No. 3
Formula: C5H7N
Source: the Open Molecules 2025 dataset
Level of theory: ωB97M-V with the def2-TZVPD basis set

```
! wB97M-V def2-TZVPD RIJCOSX def2/J DEFGRID3
* xyz 0 1
C -0.5664 -0.3178 -1.4654
C -1.0887 0.3122 -0.4636
C -0.8342 -0.2652 0.9402
C -0.6144 1.2834 0.6356
H -0.3288 0.2066 -2.3495
H -0.8119 -1.3914 -1.6617
H -0.0587 -0.7642 1.5141
H -1.6349 -0.4619 1.5569
H -1.1094 2.1979 0.9952
H 0.4990 1.3908 0.4450
C 2.1263 -0.6484 -0.0862
N 3.2092 -1.0399 -0.2926
H 1.2127 -0.5019 0.2318
*
```

Molar mass ... 81.118 g/mol
HOMO energy ... -10.2 eV
Gap between HOMO and LUMO ... 0.3931 Eh

Results of the natural (NBO) charge analysis, in e, for atoms 1 through 5: C -0.3469; C 0.0072; C -0.4945; C -0.4329; H 0.1898